ORCA calculation (ωB97M-V/def2-TZVPD) on a structure of composition C30H33GeN5O3Y.

Calculated values
LUMO, eV: 2.4
Spin multiplicity: 1
Charge: -1
Energy above the lowest of the compared OMol25 structures with the same formula, charge and spin, eV: 0.004
Electronic energy, eV: -102803.876
HOMO-LUMO gap, eV: 4.89
HOMO, eV: -2.5

Positions of all 73 atoms, in Å:
1 Y 1.01337 0.48684 -0.34941
2 C -1.23326 4.55728 -0.65624
3 C -0.27149 3.54235 -0.82557
4 N 0.03715 2.70007 0.12897
5 C -0.58589 2.78194 1.33830
6 C -1.60494 3.72445 1.57331
7 C -1.89886 4.63312 0.52944
8 C -2.29837 3.71552 2.80655
9 C -1.96990 2.76954 3.73575
10 C -0.92950 1.84683 3.52516
11 C -0.17780 1.84448 2.35670
12 N 0.84109 0.98870 2.01365
13 C 1.61900 0.35838 2.94479
14 C 1.74936 0.64907 4.29883
15 C 2.61416 -0.08163 5.13433
16 C 3.37577 -1.11647 4.67228
17 C 3.32582 -1.42743 3.29166
18 C 4.11552 -2.43888 2.70421
19 C 4.06645 -2.65474 1.35673
20 C 3.22509 -1.84349 0.57591
21 N 2.45973 -0.91500 1.09816
22 C 2.47740 -0.69221 2.43827
23 H -1.45452 5.22975 -1.47280
24 H 0.25297 3.40010 -1.76409
25 H -2.67057 5.37949 0.68186
26 H -3.08803 4.43511 2.98310
27 H -2.52101 2.72382 4.66823
28 H -0.73675 1.10203 4.28214
29 H 1.20521 1.47667 4.72526
30 H 2.67091 0.19140 6.18211
31 H 4.02543 -1.67795 5.33182
32 H 4.77122 -3.03019 3.33368
33 H 4.67278 -3.41532 0.88443
34 H 3.19137 -1.93127 -0.50419
35 C -2.55551 -1.01882 1.97784
36 C -2.55564 -2.29543 1.14682
37 C -2.48799 -2.05452 -0.37762
38 C -2.36925 -3.40187 -1.10787
39 C -2.32793 -3.27432 -2.62526
40 C -3.77877 -1.37628 -0.79812
41 O -4.86160 -1.91880 -0.69257
42 N -3.66315 -0.11048 -1.29388
43 C -2.48415 0.64513 -1.44675
44 O -2.58670 1.78159 -1.85838
45 N -1.30155 0.04513 -1.12798
46 C -1.25987 -1.20708 -0.65548
47 O -0.14079 -1.68319 -0.36399
48 H -2.65966 -1.25778 3.03721
49 H -3.37949 -0.35382 1.70779
50 H -1.62232 -0.46288 1.86423
51 H -3.46122 -2.87641 1.33238
52 H -1.69472 -2.91174 1.41116
53 H -3.21999 -4.01243 -0.79986
54 H -1.45692 -3.87835 -0.74589
55 H -3.22556 -2.78279 -3.00802
56 H -2.27390 -4.26032 -3.08895
57 H -1.45667 -2.70708 -2.95545
58 H -4.51522 0.36287 -1.55619
59 C 3.70716 -0.24255 -4.70208
60 Ge 2.13756 0.38295 -3.64462
61 C 1.25721 1.69613 -4.86824
62 C 0.87143 -1.15253 -3.72756
63 C 2.50815 0.99094 -1.88692
64 H 3.40543 -0.55738 -5.70544
65 H 4.18663 -1.08528 -4.19959
66 H 4.44333 0.55877 -4.79671
67 H 1.10738 1.28979 -5.87348
68 H 1.86289 2.60246 -4.94115
69 H 0.28362 1.97060 -4.45404
70 H 0.70645 -1.43156 -4.77207
71 H -0.09704 -0.86980 -3.30823
72 H 1.24662 -2.02179 -3.18293
73 H 3.44286 1.56659 -1.93546

***

ORCA calculation (ωB97M-V/def2-TZVPD) on a structure of composition C16H46CrO14.

Calculated values
<S²>: 6.050
LUMO (alpha / beta), eV: -1.2 / -1.2
Spin multiplicity: 5
Energy above the lowest of the compared OMol25 structures with the same formula, charge and spin, eV: 3.752
Electronic energy, eV: -74416.625
HOMO-LUMO gap (alpha / beta), eV: 7.26 / 7.38
HOMO (alpha / beta), eV: -8.5 / -8.6

Positions of all 77 atoms, in Å:
1 Cr -0.88883 -3.93146 0.19537
2 C 0.94140 -2.93398 3.56634
3 C -0.04260 -4.07207 3.23428
4 O 0.21352 -4.67094 2.01354
5 H 1.97708 -3.23678 3.41217
6 H 0.80653 -2.50635 4.55984
7 H 0.76433 -2.15264 2.82724
8 H -1.05059 -3.66427 3.15836
9 H -0.02199 -4.77852 4.06410
10 C -1.20814 -0.19851 -1.43815
11 C -0.44267 -0.53259 -0.14942
12 O -0.68517 -1.79692 0.41273
13 H -0.89007 0.81413 -1.68614
14 H -2.22334 0.06518 -1.14161
15 H -1.05621 -0.83624 -2.30896
16 H -0.45555 0.28374 0.57275
17 H 0.53289 -0.56762 -0.63436
18 C -1.46213 0.14634 3.63034
19 C -2.93225 0.04108 3.17106
20 O -2.94998 -1.15408 2.36120
21 O -1.22841 1.46562 4.01086
22 H -0.67660 -0.05853 2.90297
23 H -1.17677 -0.48102 4.47479
24 H -3.09257 0.88860 2.50465
25 H -3.57077 -0.08186 4.04586
26 H -2.17060 -1.12989 1.80122
27 H -1.31120 1.93962 3.18016
28 C -2.28562 3.71295 1.04775
29 C -3.41959 3.06333 0.18171
30 O -2.80644 3.03532 -1.11178
31 O -1.23631 2.76289 1.05187
32 H -2.49486 3.53396 2.10240
33 H -1.94888 4.72563 0.82594
34 H -4.38760 3.55209 0.07139
35 H -3.76078 2.04626 0.37474
36 H -3.50219 2.97969 -1.77090
37 H -1.20856 2.50926 0.12640
38 C 0.61239 3.31120 -3.32147
39 C 1.52686 2.36171 -2.44320
40 O 2.82817 3.03705 -2.44503
41 O 0.38736 4.55269 -2.83534
42 H -0.26664 2.67486 -3.42381
43 H 1.14603 3.33918 -4.27150
44 H 1.61954 1.36095 -2.86509
45 H 1.20428 2.18182 -1.41769
46 H 3.36450 2.69504 -1.72602
47 H 1.05013 5.15186 -3.18655
48 C 3.46826 -1.36120 -1.44608
49 C 4.31002 -0.34321 -2.15000
50 O 4.35215 0.89446 -1.43933
51 O 4.20636 -1.95570 -0.33773
52 H 3.14435 -2.25639 -1.97694
53 H 2.50908 -0.88245 -1.24889
54 H 3.82312 -0.10665 -3.09608
55 H 5.23894 -0.87935 -2.34430
56 H 4.29328 0.62518 -0.51976
57 H 3.68660 -2.70043 -0.02657
58 C -3.39650 -3.90122 -2.24872
59 C -3.20122 -3.51571 -3.73765
60 O -2.86473 -2.11047 -4.01833
61 O -2.20297 -3.39231 -1.71043
62 H -3.57843 -4.96688 -2.10956
63 H -4.24031 -3.42742 -1.74712
64 H -4.14208 -3.75490 -4.23331
65 H -2.42729 -4.09074 -4.24603
66 H -3.59732 -1.49870 -3.91513
67 H -1.99817 -2.52805 -2.07472
68 C 3.11337 0.72271 2.11571
69 C 2.25375 1.72146 1.36999
70 O 2.92769 2.94860 1.23193
71 O 4.35104 0.53928 1.40355
72 H 2.52797 -0.15091 2.40241
73 H 3.49111 1.15207 3.04364
74 H 1.30173 1.82172 1.89124
75 H 1.81660 1.37410 0.43386
76 H 3.87188 2.77796 1.26321
77 H 4.84098 -0.20245 1.76605